1.
This record from OMol25 describes C4H8N2O2S in the gas phase. The level of theory is ωB97M-V/def2-TZVPD.

XYZ file:
```
17
Properties=species:S:1:pos:R:3:mulliken_charge:R:1
C -1.53648 -0.66973 1.07903 -0.36
C -2.08775 -0.54158 -0.35554 -0.54
C -1.02552 0.19101 -1.18331 -0.41
C -0.15242 0.75845 -0.05021 -0.24
N -0.37327 -0.06356 1.07062 -0.41
N 2.08190 1.14800 1.29079 -0.54
O 2.24022 -0.91751 -0.23351 -0.54
O 2.29587 1.57083 -1.13373 -0.61
S 1.59133 0.74356 -0.18803 1.01
H -1.88584 -1.33061 1.79116 0.47
H -2.17160 -1.57360 -0.73115 0.24
H -3.00053 -0.05207 -0.50030 0.36
H -0.41284 -0.37377 -1.83275 0.29
H -1.42268 1.04589 -1.74598 0.24
H 1.45023 -1.42585 -0.54219 0.34
H 1.39613 0.59941 1.79117 0.41
H 3.01325 0.89113 1.47393 0.30
```

As for the HOMO-LUMO gap: 8.3 eV. The largest force on an atom is 0.116 hartree/bohr. The total charge is 0. The total energy is -815.2491 hartree. Its structure (SMILES) is N[S@@](=O)(O)=C1CCC=N1. The calculation puts the relative energy (zero: lowest compared OMol25 entry of this formula, charge and spin) at 99.12 kcal per mole. The HOMO energy comes out at -7.84 eV.


2.
This record from OMol25 describes a molecular structure, C19H41N2O3PbS. The level of theory is ωB97M-V/def2-TZVPD.

XYZ file:
```
67
Properties=species:S:1:pos:R:3:mulliken_charge:R:1
Pb -0.29265 -0.70984 -0.23699 1.84
C -1.65434 -0.02977 -2.41911 0.46
C -2.05694 0.94552 -1.45124 1.17
C -2.74150 0.27644 -0.41536 0.68
C -2.74444 -1.12689 -0.70676 0.35
C -2.10082 -1.29840 -1.98117 0.62
C -2.18623 -2.53746 -2.82242 -1.79
C -3.66826 -2.12404 -0.07086 -1.86
C -3.49059 0.92270 0.71373 -2.19
C -1.98254 2.43812 -1.60875 -1.57
C -1.09891 0.25292 -3.78440 -2.05
H -1.50338 -2.48702 -3.67047 0.38
H -3.19700 -2.64021 -3.22403 0.39
H -1.97183 -3.44263 -2.25138 0.33
H -3.79725 -1.90903 0.98940 0.43
H -3.30073 -3.14351 -0.18556 0.41
H -4.65101 -2.07177 -0.54640 0.34
H -3.33423 2.00239 0.71458 0.51
H -3.18946 0.51819 1.68391 0.29
H -4.56336 0.74789 0.60936 0.43
H -1.60214 2.93174 -0.71476 0.31
H -2.97793 2.84092 -1.80661 0.34
H -1.35009 2.72134 -2.44843 0.41
H -0.35376 -0.48638 -4.08486 0.38
H -0.63009 1.23383 -3.83920 0.45
H -1.89884 0.22261 -4.52734 0.33
N 1.16213 -2.31963 1.25054 -0.38
C 2.58328 -2.43268 0.89301 -0.38
C 2.77607 -3.31421 -0.34126 -0.71
C 2.38657 -2.66245 -1.66721 -0.80
N 0.92897 -2.47347 -1.79040 -0.32
H 1.03568 -1.80741 2.11699 0.00
H 0.75915 -3.24343 1.37713 0.21
H 3.16955 -2.85408 1.71618 0.43
H 2.96168 -1.42650 0.69172 0.05
H 2.19516 -4.23375 -0.20740 0.33
H 3.82737 -3.59693 -0.40115 0.36
H 2.77284 -3.28088 -2.48336 0.43
H 2.84854 -1.67506 -1.74304 0.33
H 0.44900 -3.36071 -1.66788 0.20
H 0.70173 -2.15141 -2.72597 0.15
C 2.94735 3.16778 0.57849 -0.53
C 2.81079 3.43870 -0.92855 -0.69
C 2.06274 2.20108 -1.46171 -0.20
O 1.87709 1.31356 -0.34720 0.27
C 2.86425 1.64805 0.63206 -0.43
H 2.11455 3.60591 1.13001 0.27
H 3.88134 3.54487 0.98893 0.43
H 3.79078 3.51590 -1.39631 0.28
H 2.25811 4.35320 -1.13034 0.31
H 2.63719 1.69331 -2.24186 0.44
H 1.07208 2.43224 -1.85477 -0.12
H 3.82634 1.19599 0.35993 0.44
H 2.52961 1.25239 1.59126 -0.03
C 0.90575 -0.09430 4.76627 -1.28
S 0.23554 0.89472 3.38563 0.72
C -1.14703 1.54982 4.35366 -1.19
O -0.35146 -0.13547 2.45739 -0.88
H 0.15324 -0.80290 5.10764 0.37
H 1.18003 0.58913 5.56832 0.50
H 1.79347 -0.62554 4.42743 0.35
H -1.77702 0.72681 4.68417 0.37
H -1.70771 2.24139 3.73076 0.28
H -0.72890 2.09088 5.20081 0.50
O -0.43411 2.59711 1.43364 -0.77
H -1.25471 2.14498 1.19848 0.04
H 0.24133 2.24532 0.83311 0.26
```

As for the HOMO-LUMO gap: 8.4 eV. The largest force on an atom is 0.027 hartree/bohr. The total charge is +1. The total energy is -1674.6148 hartree. The calculation puts the relative energy (zero: lowest compared OMol25 entry of this formula, charge and spin) at 12.83 kcal per mole. The HOMO energy comes out at -10.38 eV.


3.
This record from OMol25 describes 7 unconnected molecules or ions with the total composition C19H32Cl2F2O18. The level of theory is ωB97M-V/def2-TZVPD.

XYZ file:
```
73
Properties=species:S:1:pos:R:3:mulliken_charge:R:1
C -4.86342 13.18992 -16.80632 -0.64
O -5.00590 14.45280 -17.38564 -0.33
C -4.16597 14.81605 -18.34104 0.84
O -3.31582 14.09573 -18.80078 -0.56
O -4.39779 16.06450 -18.68591 -0.31
C -3.77634 16.52349 -19.88762 -0.54
H -5.65019 12.99962 -16.07820 0.24
H -3.91502 13.11422 -16.26535 0.29
H -4.89477 12.33369 -17.48411 0.28
H -4.13298 17.54852 -19.98256 0.23
H -4.19382 15.93468 -20.70746 0.33
H -2.69163 16.52510 -19.97028 0.19
C 0.65733 17.27586 -19.30734 -0.10
O 1.05672 15.99122 -18.86431 -0.34
C 2.26458 15.90529 -18.32281 0.77
O 2.99045 16.84608 -18.11116 -0.66
O 2.54938 14.63914 -18.11180 -0.10
C 3.67496 14.32903 -17.29223 -0.63
H 0.74430 17.38708 -20.38547 0.34
H 1.08544 18.10789 -18.74862 -0.13
H -0.39913 17.34645 -19.03073 0.08
H 3.42584 14.44267 -16.23548 0.40
H 4.55142 14.92910 -17.50931 0.34
H 3.86523 13.26832 -17.42788 -0.04
C -1.20019 20.46538 -19.14826 -0.59
O 0.15762 20.68754 -18.81279 -0.29
C 1.06506 20.76016 -19.79270 0.80
O 0.83178 20.81964 -20.97390 -0.61
O 2.25954 20.81014 -19.23322 -0.08
C 3.38626 21.08482 -20.06028 -0.70
H -1.44988 19.41168 -19.02539 0.14
H -1.47672 20.86156 -20.12227 0.35
H -1.77650 21.00138 -18.39339 0.27
H 3.54774 20.28433 -20.78300 0.32
H 4.20877 21.17821 -19.35864 0.17
H 3.24872 21.99922 -20.63831 0.32
C 2.86623 13.13155 -21.01247 -0.46
O 1.79339 12.54955 -20.30634 -0.27
C 2.08214 11.47971 -19.59556 0.88
O 3.14867 10.92313 -19.57028 -0.60
O 1.01781 11.11660 -18.90993 -0.23
C 1.00496 9.76996 -18.43580 -0.35
H 3.38236 12.37665 -21.60694 0.37
H 3.57359 13.67598 -20.38910 -0.06
H 2.47312 13.84340 -21.73600 0.24
H 0.06091 9.66886 -17.90904 0.22
H 1.87940 9.56783 -17.82753 -0.07
H 0.95402 9.09373 -19.29111 0.35
C 4.34023 18.87207 -15.35064 -0.44
C 3.37893 19.70014 -16.16696 0.98
O 4.28191 20.49686 -16.89202 -0.22
C 5.47302 20.55093 -16.29339 0.54
O 6.38555 21.21805 -16.65108 -0.52
O 5.49196 19.69734 -15.22028 -0.36
F 2.60255 20.53096 -15.41853 -0.33
H 4.55948 17.94021 -15.87652 0.21
H 3.97056 18.63739 -14.35252 0.36
H 2.77294 19.05211 -16.79580 -0.25
C 6.76603 13.56251 -19.17387 0.14
C 7.29446 12.13891 -19.25317 0.40
O 7.99002 11.97667 -18.04656 -0.32
C 7.51607 12.88527 -17.15723 0.62
O 7.79393 12.89039 -16.00654 -0.50
O 6.64892 13.73144 -17.75682 -0.29
F 8.13726 11.99030 -20.32270 -0.30
H 5.78211 13.67905 -19.62443 -0.28
H 7.44534 14.28802 -19.62628 0.28
H 6.47438 11.42262 -19.36214 0.25
C 3.99385 9.79400 -15.60940 -0.15
Cl 3.35684 11.42256 -15.32343 -0.12
Cl 5.77810 9.79992 -15.54703 -0.15
H 3.61686 9.10490 -14.86316 0.39
H 3.72458 9.44528 -16.59889 -0.02
```

As for the HOMO-LUMO gap: 11.3 eV. The largest force on an atom is 0.037 hartree/bohr. The total charge is 0. The total energy is -3217.6498 hartree. Its structure (SMILES) is O=C1OC[C@@H](F)O1.O=C1OC[C@@H](F)O1.COC(=O)OC.COC(=O)OC.COC(=O)OC.COC(=O)OC.ClCCl. The HOMO energy comes out at -11.00 eV.


4.
This record from OMol25 describes a molecular structure, C15H11BF4N2O7S2W. The level of theory is ωB97M-V/def2-TZVPD.

XYZ file:
```
43
Properties=species:S:1:pos:R:3:mulliken_charge:R:1
W -0.07091 -0.53466 -0.75112 2.27
O 1.72892 -0.62604 -0.78226 -0.28
C 2.89869 -0.70911 -0.07772 0.91
C 4.10969 -0.65141 -0.73385 -0.78
C 5.24812 -0.72977 0.04997 -0.60
C 5.15587 -0.86441 1.43786 -0.80
C 3.92669 -0.92659 2.06178 -1.15
C 2.75588 -0.85195 1.29931 0.74
C 1.43117 -1.00375 1.85183 0.48
N 0.26579 -1.18627 1.15591 0.28
C -0.74871 -1.41649 2.09327 -0.51
C -0.20414 -1.37619 3.31931 -0.94
N 1.14468 -1.11538 3.14347 -0.04
H 4.15098 -0.54535 -1.80845 0.56
H 6.22006 -0.68995 -0.42250 0.47
H 6.05741 -0.92819 2.03066 0.45
H 3.88695 -1.05156 3.13609 0.39
H -1.76316 -1.60538 1.79468 0.64
H -0.63507 -1.52922 4.29333 0.45
H 1.81522 -1.01331 3.89137 0.21
O -3.60824 -0.85345 -2.35730 -0.49
S -2.63538 -0.15214 -1.63118 1.47
O -1.27792 0.14364 -2.26979 -0.57
O -2.07424 -0.92515 -0.40354 -0.47
C -3.10047 1.49682 -1.27908 0.35
C -4.41433 1.83057 -1.51312 -0.51
C -4.78064 3.18156 -1.58230 -0.70
C -3.82973 4.16390 -1.45354 -0.68
C -2.49084 3.83625 -1.18858 -0.57
C -2.11737 2.51630 -1.10907 0.37
S -0.47843 2.21964 -0.49323 1.50
O 0.50183 1.46544 -1.39164 -0.58
O -0.00033 3.38335 0.13488 -0.56
O -0.73640 1.02494 0.42581 -0.60
H -5.14935 1.05322 -1.67716 0.51
H -5.81409 3.44081 -1.76620 0.45
H -4.10674 5.20511 -1.54711 0.44
H -1.76101 4.61714 -1.02287 0.52
F 0.00850 -5.06779 -1.60908 -0.17
B 0.14405 -4.09502 -0.75938 0.44
F -0.11762 -1.92779 -1.94063 -0.55
F -0.88575 -3.57115 -0.10311 -0.16
F 1.35039 -3.63123 -0.44575 -0.18
```

As for the HOMO-LUMO gap: 6.5 eV. The largest force on an atom is 0.055 hartree/bohr. The total charge is +2. The total energy is -2501.8536 hartree. The calculation puts the relative energy (zero: lowest compared OMol25 entry of this formula, charge and spin) at 22.56 kcal per mole. The HOMO energy comes out at -15.69 eV.


5.
This record from OMol25 describes C3H3NO2S in the gas phase. The level of theory is ωB97M-V/def2-TZVPD.

XYZ file:
```
10
Properties=species:S:1:pos:R:3:mulliken_charge:R:1
C 0.51229 -0.60441 -0.03277 0.72
C -1.19275 0.77138 -0.07727 -0.24
C -1.69142 -0.45193 -0.02160 -0.09
H 2.51571 1.19476 0.29110 0.15
H -1.67887 1.75568 -0.05353 0.34
H -2.70232 -0.84610 -0.01546 0.36
N 1.66082 -1.09422 -0.03168 -0.44
O 0.17357 0.70573 -0.00888 -0.31
O -0.63445 -1.35051 -0.00315 -0.33
S 3.03742 -0.08039 -0.04675 -0.15
```

As for the HOMO-LUMO gap: 9.0 eV. The largest force on an atom is 0.030 hartree/bohr. The total charge is 0. The total energy is -719.4791 hartree. Its structure (SMILES) is SN=c1occo1. The calculation puts the relative energy (zero: lowest compared OMol25 entry of this formula, charge and spin) at 63.46 kcal per mole. The HOMO energy comes out at -8.26 eV.


6.
This record from OMol25 describes a molecular structure, C4H2HgO5. The level of theory is ωB97M-V/def2-TZVPD.

XYZ file:
```
12
Properties=species:S:1:pos:R:3:mulliken_charge:R:1
O 0.09219 -3.00981 -0.04134 0.05
C 0.07655 -1.93480 -0.03597 0.20
Hg 0.01884 -0.03546 -0.08912 1.16
O -2.61223 -0.03648 -3.23585 -0.01
C -1.89958 -0.04754 -2.38921 0.05
C 1.97547 -0.03447 -0.34381 0.08
O 3.01014 -0.03358 -0.52046 0.07
C 0.07697 1.85441 0.01687 0.25
O 0.09337 2.93849 0.03460 0.04
O -0.25864 -0.22631 2.05680 -0.69
H -1.05407 0.29310 2.14402 0.40
H 0.48100 0.27245 2.40346 0.39
```

As for the HOMO-LUMO gap: 9.6 eV. The largest force on an atom is 0.205 hartree/bohr. The total charge is +2. The total energy is -682.3448 hartree. The calculation puts the relative energy (zero: lowest compared OMol25 entry of this formula, charge and spin) at 66.49 kcal per mole. The HOMO energy comes out at -19.99 eV.